# 1
Density functional theory data (ωB97M-V with the def2-TZVPD basis set) for a molecular structure, C23H57F6N10O13S2 at a distorted geometry.

## Properties
HOMO level ... -6.5 eV
E_LUMO ... 0.07577 Ha
Charge ... -1
Orbital gap ... 0.316 Eh

Last column: Löwdin charge in e.
CARTESIAN COORDINATES (ANGSTROEM)
C  -4.70218  -1.64549  -2.34320  -0.655
F  -5.87067  -1.05517  -2.51013  0.145
F  -4.64984  -2.25984  -1.22285  0.202
F  -4.59244  -2.54462  -3.33964  0.138
S  -3.33665  -0.18709  -2.58883  0.778
O  -2.02773  -0.84143  -2.51122  -0.302
O  -3.65258  0.38510  -3.91075  -0.341
N  -3.66399  1.08309  -1.45558  -0.357
S  -2.44980  1.35082  -0.61647  0.522
O  -2.60871  2.50502  0.30440  -0.286
O  -1.91241  0.17575  0.01216  -0.298
C  -1.14608  2.01671  -1.85081  -0.590
F  -0.30728  2.70048  -1.10722  0.140
F  -0.32796  1.00165  -2.36001  0.057
F  -1.73833  2.70810  -2.84300  0.129
C  -5.92301  3.48626  -2.89266  -0.803
O  -6.79326  4.26730  -3.24995  0.016
N  -5.62614  2.40391  -3.51762  0.167
N  -5.12064  3.58927  -1.87372  0.177
H  -6.31026  2.21747  -4.23686  0.136
H  -5.06380  1.80103  -2.93420  0.041
H  -4.71191  2.66715  -1.82160  0.030
H  -5.30071  4.30707  -1.18638  0.132
C  -4.10143  2.01071  -7.17887  -0.831
O  -4.43434  2.29648  -8.29470  0.037
N  -3.39530  2.70346  -6.38936  0.188
N  -4.25931  0.78289  -6.69408  0.158
H  -3.07551  3.63477  -6.61404  0.128
H  -3.30249  2.41248  -5.42664  0.092
H  -5.13855  0.45360  -7.06639  0.110
H  -4.07299  0.69643  -5.70518  0.035
C  -5.27433  0.78995  1.74083  -0.846
O  -5.51901  1.16626  2.82909  0.059
N  -4.69258  -0.38057  1.51661  0.184
N  -5.53472  1.46595  0.69992  0.180
H  -4.32295  -1.04560  2.18085  0.119
H  -4.65286  -0.60499  0.53265  0.064
H  -6.22722  2.19625  0.78482  0.131
H  -5.01036  1.29688  -0.14657  0.033
C  -1.87391  0.93734  3.59974  -0.097
O  -0.54871  1.39376  3.79228  -0.192
C  0.11135  1.82871  2.61130  -0.212
C  1.63852  1.85122  2.78526  -0.184
N  1.93844  2.63846  4.02332  -0.052
C  3.37617  2.55772  4.36063  -0.200
C  3.59817  3.44677  5.58156  -0.266
O  3.18797  2.87795  6.78961  -0.189
C  4.22376  1.95521  7.28165  -0.059
H  -2.26862  0.43250  4.48147  0.084
H  -1.84447  0.20297  2.79480  0.071
H  -2.58014  1.74664  3.41439  0.090
H  -0.24562  2.82826  2.36313  0.127
H  -0.03483  1.18959  1.74052  0.103
H  2.10819  2.35002  1.93750  0.113
H  2.09412  0.86745  2.89810  0.084
H  1.23663  2.33726  4.68426  0.098
H  3.97775  2.98845  3.56021  0.120
H  3.65897  1.52558  4.56751  0.090
H  2.97795  4.33564  5.46619  0.121
H  4.63022  3.79618  5.61168  0.107
H  4.59881  1.27978  6.51273  0.070
H  3.85750  1.47403  8.18853  0.081
H  4.93813  2.66514  7.69851  0.080
C  0.92165  -4.05767  1.91386  -0.089
O  0.59225  -3.86967  0.53602  -0.192
C  -0.67902  -3.60434  0.09874  -0.246
C  -0.73817  -3.39673  -1.41366  -0.180
N  -0.62864  -4.59813  -2.27743  -0.046
C  -0.91153  -4.33074  -3.73804  -0.168
C  0.00736  -3.31436  -4.43672  -0.196
O  1.35263  -3.31202  -3.87441  -0.231
C  2.34433  -2.38940  -4.50311  -0.062
H  1.96176  -4.38186  1.87994  0.081
H  0.28121  -4.80047  2.38943  0.082
H  0.90846  -3.15242  2.52088  0.077
H  -1.17238  -2.85628  0.71931  0.117
H  -1.26197  -4.47477  0.39978  0.117
H  0.06016  -2.80555  -1.86229  0.112
H  -1.76991  -3.04517  -1.42063  0.096
H  0.34355  -4.85304  -2.17758  0.090
H  -1.92627  -3.94806  -3.84742  0.101
H  -0.96293  -5.21800  -4.36909  0.101
H  -0.19239  -2.26904  -4.20108  0.103
H  -0.03417  -3.54038  -5.50222  0.114
H  2.60170  -2.59012  -5.54309  0.078
H  3.29891  -2.31979  -3.98155  0.074
H  1.95041  -1.38589  -4.34216  0.067
C  6.45026  0.41375  4.22679  -0.131
O  5.20275  -0.03819  3.79220  -0.229
C  5.15122  -1.42117  3.52872  -0.203
C  3.90391  -1.71914  2.63758  -0.161
N  4.33466  -1.81953  1.21907  -0.054
C  4.79169  -0.52132  0.69745  -0.217
C  5.00186  -0.48686  -0.78837  -0.203
O  3.84904  -1.15698  -1.29895  -0.193
C  2.88283  -0.15249  -1.69573  -0.089
H  6.35430  1.49856  4.18131  0.091
H  7.31903  0.13497  3.63045  0.081
H  6.76461  -0.01353  5.17899  0.084
H  5.12119  -1.89922  4.50783  0.117
H  5.99504  -1.83761  2.97858  0.119
H  3.10997  -0.97281  2.66476  0.094
H  3.48758  -2.65909  2.99990  0.099
H  3.60003  -2.06867  0.57227  0.093
H  5.66221  -0.14432  1.23428  0.112
H  3.98249  0.11848  1.04953  0.104
H  5.87898  -1.10761  -0.97123  0.120
H  5.19994  0.46093  -1.28893  0.121
H  2.44233  0.43575  -0.89072  0.083
H  2.03789  -0.64125  -2.18080  0.068
H  3.22314  0.59711  -2.41013  0.087



# 2
Density functional theory data (ωB97M-V with the def2-TZVPD basis set) for a molecular structure, C23H57InN7O3P2 at a distorted geometry.

## Properties
HOMO level ... -4.5 eV
E_LUMO ... -0.01339 Ha
Charge ... -1
Orbital gap ... 0.151 Eh

Last column: Löwdin charge in e.
CARTESIAN COORDINATES (ANGSTROEM)
C  4.53679  0.03901  -1.77397  -0.089
C  4.34683  -1.01617  -0.57017  -0.308
C  4.69892  -0.72247  0.97382  -0.096
C  3.85093  -2.32934  -0.90560  -0.091
C  4.91915  -3.55488  -0.78677  -0.170
C  5.53963  -3.75919  -2.29455  -0.214
C  4.70219  -4.91493  -3.03288  -0.336
C  5.23954  -6.33322  -2.40205  -0.109
C  4.93065  -5.02207  -4.62440  -0.294
C  5.32730  -3.64473  -5.36322  -0.351
In  7.54105  -3.11062  -5.21929  0.436
N  8.79348  -4.34290  -6.47679  -0.087
C  9.99591  -3.91877  -6.22091  -0.491
O  11.13310  -3.46897  -5.89856  -0.056
H  5.43116  -0.34261  -2.39813  0.081
H  4.79985  1.08359  -1.33949  0.069
H  3.59909  0.11376  -2.43551  0.074
H  4.03722  -1.40232  1.63375  0.076
H  5.79275  -1.02049  1.20413  0.068
H  4.47875  0.36725  1.24447  0.068
H  2.78596  -2.55193  -1.26841  0.093
H  5.82611  -3.24387  -0.13615  0.110
H  4.42679  -4.53038  -0.44566  0.088
H  5.47808  -2.72653  -2.78482  0.081
H  6.62102  -4.11102  -2.17439  0.059
H  3.59080  -4.86392  -2.74385  0.128
H  6.29140  -6.23744  -1.94541  0.080
H  4.52588  -6.64180  -1.54633  0.065
H  5.29132  -7.15505  -3.19603  0.065
H  3.90749  -5.34949  -5.07645  0.097
H  5.66616  -5.86453  -4.93771  0.099
H  4.67955  -2.73860  -5.03676  0.035
H  5.08610  -3.79236  -6.49083  0.026
H  8.14953  -3.21286  -3.50586  -0.090
H  7.73476  -1.37533  -5.69591  -0.131
O  0.49992  -2.12863  -0.03553  -0.294
P  -0.75414  -1.26161  0.18520  0.771
N  0.15640  0.10949  0.68826  -0.311
C  -0.23392  1.10407  1.67190  -0.143
C  0.83148  0.78812  -0.41982  -0.139
N  -1.23557  -2.20507  1.55578  -0.357
C  -0.48621  -2.10613  2.80434  -0.128
C  -1.41690  -3.62554  1.23358  -0.151
N  -2.24030  -0.28703  0.37174  -0.291
C  -3.23611  -0.47207  1.42224  -0.129
C  -2.93971  -0.21103  -0.92097  -0.147
H  -0.95461  1.82892  1.27734  0.070
H  0.64592  1.66809  2.00770  0.086
H  -0.65337  0.66597  2.57525  0.049
H  0.12227  1.39589  -0.99827  0.073
H  1.29153  0.07068  -1.10164  0.062
H  1.63515  1.43734  -0.05905  0.080
H  0.59776  -2.14131  2.64813  0.086
H  -0.75677  -2.91071  3.49603  0.080
H  -0.73886  -1.18990  3.33832  0.050
H  -0.45949  -4.15807  1.18726  0.079
H  -1.91320  -3.74032  0.26500  0.072
H  -2.04951  -4.11146  1.98283  0.076
H  -3.73416  -1.44493  1.36154  0.083
H  -4.01022  0.30085  1.35120  0.062
H  -2.80486  -0.35056  2.41731  0.069
H  -3.39593  -1.17376  -1.17876  0.076
H  -2.23508  0.05385  -1.71722  0.075
H  -3.71543  0.56004  -0.91156  0.076
O  -4.93252  2.60629  1.36651  -0.301
P  -4.98630  4.10026  1.74140  0.772
N  -4.62015  3.80522  3.39647  -0.316
C  -5.10511  4.55095  4.54519  -0.138
C  -3.21360  3.46369  3.62109  -0.136
N  -6.70046  4.15732  1.50210  -0.358
C  -7.58896  3.49925  2.45548  -0.127
C  -7.09939  3.76241  0.14550  -0.148
N  -5.00999  5.84999  2.10386  -0.300
C  -6.20933  6.68122  2.13531  -0.131
C  -3.99361  6.53211  1.28560  -0.148
H  -4.58136  5.50274  4.68319  0.079
H  -4.96399  3.96490  5.46225  0.087
H  -6.17269  4.75485  4.49890  0.050
H  -2.58047  4.35988  3.57842  0.077
H  -2.85149  2.76199  2.86738  0.055
H  -3.07123  2.98124  4.59289  0.083
H  -7.24977  2.49168  2.72005  0.087
H  -8.60813  3.42315  2.06285  0.082
H  -7.68996  4.09060  3.36551  0.052
H  -7.10597  2.67272  0.02399  0.078
H  -6.41038  4.17967  -0.59531  0.073
H  -8.09783  4.14448  -0.08757  0.078
H  -6.69697  6.75180  1.15827  0.085
H  -5.95452  7.69922  2.45279  0.088
H  -6.93066  6.32510  2.87231  0.069
H  -4.29626  6.56978  0.23308  0.078
H  -3.03932  5.99716  1.34459  0.077
H  -3.81090  7.55029  1.64044  0.080